Entry from the OMol25 dataset: a molecular structure, C33H25N7O6RuS (ωB97M-V/def2-TZVPD).

CARTESIAN COORDINATES (ANGSTROEM)
Ru  0.692  0.372  0.478
O  0.006  -1.876  3.900
C  0.255  -1.495  2.756
N  -0.202  -0.411  2.122
C  -1.231  0.399  2.627
C  -1.669  0.484  3.941
C  -2.732  1.332  4.244
C  -3.358  2.073  3.257
C  -2.936  1.989  1.933
C  -1.865  1.162  1.622
N  -1.278  0.973  0.366
C  -1.860  1.296  -0.786
O  -2.970  1.803  -0.993
C  -0.970  0.970  -1.958
C  -1.410  1.213  -3.251
C  -0.545  0.985  -4.307
C  0.745  0.549  -4.028
C  1.112  0.330  -2.713
N  0.263  0.508  -1.693
C  1.051  -2.406  1.850
C  1.808  -3.434  2.396
C  2.379  -4.350  1.541
C  2.172  -4.218  0.177
C  1.446  -3.136  -0.282
N  0.891  -2.245  0.537
H  -1.186  -0.103  4.704
H  -3.067  1.408  5.271
H  -4.186  2.724  3.511
H  -3.425  2.543  1.147
H  -2.415  1.591  -3.372
H  -0.860  1.165  -5.327
H  1.472  0.383  -4.812
H  2.121  0.019  -2.449
H  1.891  -3.500  3.470
H  2.975  -5.167  1.926
H  2.592  -4.931  -0.518
H  1.798  -1.883  -1.847
C  -0.597  -4.029  -5.526
C  -0.002  -3.701  -4.200
C  1.307  -4.094  -3.878
C  1.888  -3.741  -2.698
C  1.221  -2.867  -1.740
C  -0.187  -2.611  -2.058
C  -0.738  -2.979  -3.246
S  3.637  -1.049  -0.242
O  5.051  -0.762  0.087
O  3.392  -1.046  -1.745
N  2.758  0.277  0.268
C  3.461  1.194  1.150
C  2.483  2.056  1.930
O  2.834  3.053  2.535
O  1.252  1.616  1.944
H  -0.140  -4.918  -5.959
H  -0.446  -3.207  -6.230
H  -1.672  -4.193  -5.447
H  1.861  -4.695  -4.590
H  2.912  -4.019  -2.489
H  -0.767  -2.076  -1.316
H  -1.772  -2.731  -3.457
H  4.134  1.844  0.586
H  4.081  0.670  1.888
N  1.226  5.805  -4.419
C  1.006  5.441  -3.351
C  0.732  4.986  -2.021
C  0.063  5.797  -1.105
C  -0.177  5.296  0.159
C  0.252  4.010  0.463
N  0.879  3.232  -0.414
C  1.122  3.707  -1.624
H  -0.257  6.790  -1.390
H  -0.690  5.885  0.906
H  0.101  3.573  1.445
H  1.637  3.051  -2.319

Computed properties:
DFT total energy (Ha): -2600.38692
Spin multiplicity: 2
Charge: -1
HOMO level (alpha / beta) (Eh): -0.14208 / -0.13973
Energy relative to the best compared isomer or geometry (same formula, charge and spin) (kJ/mol): 354.05

=====

Entry from the OMol25 dataset: a molecular structure, C33H25N7O6RuS (ωB97M-V/def2-TZVPD).

CARTESIAN COORDINATES (ANGSTROEM)
Ru  -0.316  0.849  0.005
O  -0.710  4.942  1.295
C  -0.597  3.926  0.614
N  -1.152  2.718  0.833
C  -2.233  2.569  1.722
C  -3.058  3.613  2.156
C  -4.205  3.342  2.890
C  -4.534  2.033  3.195
C  -3.695  1.002  2.790
C  -2.530  1.277  2.071
N  -1.636  0.302  1.562
C  -1.573  -0.922  2.110
O  -2.071  -1.308  3.158
C  -0.897  -1.909  1.222
C  -0.740  -3.218  1.637
C  -0.254  -4.148  0.741
C  0.059  -3.735  -0.547
C  -0.076  -2.400  -0.857
N  -0.556  -1.495  0.009
C  0.166  3.997  -0.668
C  0.969  5.083  -0.967
C  1.591  5.120  -2.199
C  1.348  4.094  -3.098
C  0.527  3.056  -2.704
N  -0.045  2.991  -1.498
H  -2.795  4.625  1.890
H  -4.844  4.157  3.218
H  -5.443  1.807  3.741
H  -3.936  -0.025  3.018
H  -1.008  -3.457  2.657
H  -0.117  -5.181  1.035
H  0.420  -4.429  -1.296
H  0.211  -2.034  -1.837
H  1.088  5.862  -0.225
H  2.259  5.933  -2.458
H  1.802  4.084  -4.079
H  0.323  2.238  -3.384
C  4.226  -5.194  -0.651
C  3.677  -3.962  0.029
C  3.420  -2.807  -0.706
C  2.890  -1.670  -0.107
C  2.593  -1.687  1.248
C  2.865  -2.827  2.004
C  3.407  -3.949  1.396
S  1.962  -0.284  2.170
O  0.916  -0.838  2.996
O  3.153  0.198  2.828
N  1.342  0.863  1.259
C  2.305  1.840  0.715
C  2.422  1.652  -0.785
O  3.293  2.258  -1.406
O  1.520  0.850  -1.318
H  3.667  -5.413  -1.564
H  4.174  -6.067  0.002
H  5.271  -5.049  -0.938
H  3.622  -2.802  -1.775
H  2.702  -0.783  -0.702
H  2.640  -2.820  3.066
H  3.623  -4.833  1.991
H  3.283  1.749  1.167
H  1.958  2.862  0.864
N  -1.342  -2.294  -5.186
C  -1.766  -1.704  -4.299
C  -2.291  -0.963  -3.169
C  -3.578  -1.159  -2.725
C  -4.009  -0.424  -1.642
C  -3.151  0.491  -1.058
N  -1.903  0.651  -1.449
C  -1.477  -0.062  -2.491
H  -4.225  -1.863  -3.232
H  -5.013  -0.537  -1.256
H  -3.472  1.132  -0.243
H  -0.445  0.088  -2.788

Computed properties:
DFT total energy (Ha): -2600.49114
Spin multiplicity: 2
Charge: -1
HOMO level (alpha / beta) (Eh): -0.17297 / -0.17259
Energy relative to the best compared isomer or geometry (same formula, charge and spin) (kJ/mol): 80.44

=====

Entry from the OMol25 dataset: a molecular structure, C33H26BCl3F5N4O2PRuS3Si (ωB97M-V/def2-TZVPD).

CARTESIAN COORDINATES (ANGSTROEM)
Ru  -0.070  0.191  -0.562
F  -6.381  -0.034  -4.800
C  -5.469  -0.118  -3.821
C  -4.141  -0.361  -4.114
F  -3.767  -0.519  -5.388
C  -3.206  -0.452  -3.096
F  -1.952  -0.719  -3.445
C  -3.541  -0.299  -1.752
S  -2.442  -0.406  -0.399
C  -4.896  -0.060  -1.498
F  -5.325  0.106  -0.236
C  -5.844  0.029  -2.498
F  -7.130  0.266  -2.195
O  -0.249  -3.584  -1.287
C  0.484  -2.622  -1.164
O  0.315  -1.465  -1.731
C  1.819  -2.784  -0.444
C  2.238  -4.091  -0.212
C  3.494  -4.366  0.301
C  4.366  -3.320  0.565
C  3.955  -2.016  0.344
C  2.672  -1.725  -0.124
P  2.259  0.059  -0.342
C  2.816  0.900  1.180
C  3.196  0.264  2.357
C  3.520  1.009  3.482
C  3.468  2.394  3.446
C  3.072  3.036  2.281
C  2.739  2.294  1.160
C  3.560  0.434  -1.570
C  4.584  1.348  -1.350
C  5.564  1.538  -2.315
C  5.523  0.821  -3.501
C  4.504  -0.097  -3.720
C  3.530  -0.296  -2.757
H  1.547  -4.882  -0.472
H  3.799  -5.391  0.471
H  5.365  -3.513  0.936
H  4.650  -1.207  0.535
H  3.202  -0.815  2.419
H  3.798  0.498  4.396
H  3.715  2.970  4.329
H  3.000  4.115  2.247
H  2.407  2.804  0.264
H  4.620  1.916  -0.431
H  6.358  2.252  -2.138
H  6.283  0.977  -4.256
H  4.463  -0.657  -4.645
H  2.735  -1.012  -2.925
C  -1.836  -3.490  1.428
N  -2.147  -2.386  2.318
C  -3.262  -2.286  3.118
C  -3.193  -1.082  3.731
N  -2.053  -0.443  3.301
B  -1.697  1.059  3.584
N  -2.476  1.865  2.478
C  -3.820  2.117  2.626
C  -4.284  2.657  1.479
N  -3.210  2.742  0.632
C  -3.274  3.204  -0.739
C  -2.117  2.239  1.241
S  -0.518  2.278  0.523
C  -1.427  -1.251  2.433
S  0.098  -0.954  1.704
H  -2.261  -4.403  1.843
H  -0.756  -3.586  1.350
H  -2.229  -3.296  0.432
H  -3.993  -3.072  3.173
H  -3.861  -0.621  4.436
H  -0.520  1.253  3.526
H  -2.203  1.353  4.644
H  -4.327  1.889  3.545
H  -5.265  2.981  1.185
H  -4.244  3.671  -0.896
H  -3.154  2.361  -1.414
H  -2.478  3.917  -0.933
Cl  -1.366  2.651  -3.379
Si  0.181  1.549  -2.462
Cl  0.908  0.549  -4.163
Cl  1.578  3.120  -2.269

Computed properties:
DFT total energy (Ha): -5468.13435
Spin multiplicity: 2
Charge: -1
HOMO level (alpha / beta) (Eh): -0.18260 / -0.18074
Energy relative to the best compared isomer or geometry (same formula, charge and spin) (kJ/mol): 0.00

=====

Entry from the OMol25 dataset: a molecular structure, C33H26BClF2N9O3W (ωB97M-V/def2-TZVPD).

CARTESIAN COORDINATES (ANGSTROEM)
W  0.657  -0.928  0.572
C  4.362  -2.448  -1.066
C  4.486  -1.910  -2.355
C  3.519  -1.058  -2.805
C  2.398  -0.738  -2.006
N  2.289  -1.262  -0.756
C  3.282  -2.080  -0.314
N  1.493  0.087  -2.598
C  0.313  0.408  -2.145
N  -0.277  0.078  -0.939
C  -1.574  0.502  -0.950
N  -2.483  0.061  0.028
C  -2.184  0.175  1.414
C  -3.131  0.746  2.249
C  -2.910  0.771  3.612
C  -1.725  0.230  4.093
C  -0.813  -0.278  3.195
N  -1.013  -0.311  1.859
C  -1.851  1.212  -2.139
C  -2.983  1.882  -2.627
C  -2.894  2.477  -3.863
C  -1.713  2.412  -4.629
C  -0.596  1.752  -4.160
C  -0.669  1.160  -2.904
H  5.098  -3.120  -0.653
H  5.330  -2.163  -2.981
H  3.557  -0.610  -3.786
H  3.157  -2.459  0.696
H  -4.030  1.158  1.817
H  -3.639  1.208  4.278
H  -1.493  0.213  5.147
H  0.144  -0.654  3.533
H  -3.896  1.938  -2.051
H  -3.747  3.007  -4.261
H  -1.689  2.888  -5.598
H  0.315  1.699  -4.737
N  -0.068  -4.755  2.337
C  0.723  -4.291  3.361
C  1.153  -3.052  3.003
N  0.636  -2.738  1.757
C  -0.093  -3.790  1.388
C  -0.684  -3.664  0.103
N  -0.449  -2.494  -0.492
C  -0.992  -2.600  -1.760
C  -1.556  -3.827  -1.903
N  -1.357  -4.501  -0.721
H  -0.533  -5.646  2.308
H  0.919  -4.875  4.238
H  1.816  -2.381  3.517
H  -0.943  -1.801  -2.475
H  -2.077  -4.269  -2.730
H  -1.666  -5.436  -0.516
F  -3.940  -0.827  -1.647
B  -3.651  -0.655  -0.372
F  -4.524  -1.076  0.529
C  1.187  3.512  -1.497
C  0.523  3.407  -0.155
C  -0.409  4.372  0.228
C  -0.959  4.371  1.496
Cl  -2.137  5.570  1.920
C  -0.568  3.435  2.444
C  0.340  2.461  2.074
C  0.839  2.428  0.778
O  1.677  1.368  0.400
C  2.957  1.341  1.044
C  2.975  0.287  2.141
O  3.855  0.220  2.957
O  1.946  -0.531  2.092
H  0.449  3.598  -2.291
H  1.822  2.656  -1.709
H  1.801  4.412  -1.521
H  -0.696  5.140  -0.476
H  -0.968  3.471  3.446
H  0.661  1.718  2.793
H  3.201  2.320  1.458
H  3.701  1.075  0.287

Computed properties:
DFT total energy (Ha): -2743.64872
Spin multiplicity: 3
Charge: +1
HOMO level (alpha / beta) (Eh): -0.32834 / -0.33177
Energy relative to the best compared isomer or geometry (same formula, charge and spin) (kJ/mol): 0.00

=====

Entry from the OMol25 dataset: a molecular structure, C33H26BF10N3O4S2SeSr (ωB97M-V/def2-TZVPD).

CARTESIAN COORDINATES (ANGSTROEM)
Sr  -0.421  0.254  0.873
S  0.898  3.434  1.427
C  -0.192  3.550  0.157
N  -0.881  2.553  -0.378
C  -1.731  2.964  -1.380
C  -2.619  2.138  -2.067
C  -3.426  2.677  -3.056
C  -3.364  4.033  -3.371
C  -2.497  4.874  -2.679
C  -1.694  4.337  -1.687
S  -0.566  5.113  -0.611
H  -2.678  1.085  -1.814
H  -4.108  2.028  -3.591
H  -4.001  4.439  -4.147
H  -2.459  5.933  -2.906
O  1.997  -0.156  1.522
C  2.482  -1.399  1.001
C  2.106  -1.463  -0.522
O  2.824  -2.123  -1.257
O  1.013  -0.880  -0.835
C  3.989  -1.480  1.177
C  4.651  -2.695  1.027
C  6.026  -2.769  1.174
C  6.760  -1.628  1.474
C  6.105  -0.414  1.618
C  4.724  -0.340  1.470
C  1.758  -2.536  1.725
C  1.914  -2.641  3.107
C  1.201  -3.579  3.831
C  0.314  -4.428  3.181
C  0.158  -4.338  1.807
C  0.885  -3.402  1.081
H  1.697  -0.241  2.442
H  4.078  -3.580  0.784
H  6.528  -3.722  1.052
H  7.836  -1.684  1.589
H  6.667  0.484  1.844
H  4.211  0.606  1.573
H  2.597  -1.974  3.623
H  1.315  -3.627  4.907
H  -0.272  -5.142  3.747
H  -0.559  -4.967  1.298
H  0.741  -3.331  0.010
C  -2.403  -0.884  4.248
C  -1.270  0.159  4.256
O  -0.407  -0.018  3.239
C  -0.527  0.058  5.605
F  -1.294  0.439  6.660
F  -0.157  -1.218  5.850
F  0.591  0.794  5.657
C  -1.907  1.568  4.131
F  -3.016  1.737  4.892
F  -1.071  2.566  4.445
F  -2.292  1.757  2.849
H  -1.938  -1.856  4.094
H  -3.059  -0.690  3.399
H  -2.994  -0.891  5.164
C  0.044  3.517  -5.099
N  0.039  2.210  -4.494
C  0.866  1.803  -3.477
Se  2.230  2.751  -2.721
N  0.467  0.554  -3.144
C  -0.604  0.160  -3.921
C  -1.390  -0.978  -3.899
C  -2.433  -1.043  -4.814
C  -2.677  -0.005  -5.716
C  -1.898  1.147  -5.718
C  -0.867  1.210  -4.799
H  0.759  4.131  -4.555
H  -0.951  3.959  -5.019
H  0.339  3.456  -6.149
H  0.812  -0.007  -2.349
H  -1.214  -1.766  -3.178
H  -3.080  -1.910  -4.812
H  -3.502  -0.089  -6.412
H  -2.106  1.971  -6.388
F  -2.446  -1.076  0.348
B  -3.448  -2.139  0.393
F  -2.875  -3.233  1.037
F  -3.783  -2.449  -0.924
F  -4.544  -1.656  1.099

Computed properties:
DFT total energy (Ha): -5991.06659
Spin multiplicity: 1
Charge: -2
HOMO level (Eh): -0.09442
Energy relative to the best compared isomer or geometry (same formula, charge and spin) (kJ/mol): 0.92

=====

Entry from the OMol25 dataset: a molecular structure, C33H26Br2N4O4Y (ωB97M-V/def2-TZVPD).

CARTESIAN COORDINATES (ANGSTROEM)
Y  -0.126  0.612  0.221
Br  -7.579  0.682  2.294
C  -5.753  0.306  1.985
C  -4.952  1.243  1.355
C  -3.613  0.967  1.135
C  -3.044  -0.246  1.533
C  -3.868  -1.166  2.178
C  -5.215  -0.896  2.398
N  -1.659  -0.451  1.319
C  -1.180  -1.773  1.284
C  0.908  -2.143  -0.087
C  1.463  -3.401  -0.190
C  2.833  -3.484  -0.370
C  3.587  -2.318  -0.436
C  2.941  -1.108  -0.307
N  1.617  -1.020  -0.128
H  -5.374  2.185  1.029
H  -3.007  1.711  0.635
H  -3.470  -2.104  2.551
H  -5.836  -1.624  2.903
H  -1.967  -2.517  1.259
H  0.825  -4.273  -0.151
H  3.308  -4.451  -0.469
H  4.655  -2.346  -0.592
H  3.486  -0.172  -0.343
Br  2.103  2.344  1.596
C  1.759  0.922  2.828
C  2.380  0.845  4.055
C  2.057  -0.255  4.832
C  1.168  -1.209  4.348
C  0.607  -1.023  3.103
N  0.895  0.052  2.362
C  -0.305  -2.092  2.510
O  -0.410  -3.144  3.076
O  -0.449  -1.959  -0.022
H  3.077  1.602  4.385
H  2.509  -0.373  5.809
H  0.902  -2.091  4.915
C  0.145  8.188  -1.920
C  -0.019  6.733  -2.294
C  1.027  6.074  -2.936
C  0.894  4.748  -3.306
C  -0.285  4.063  -3.057
C  -1.344  4.712  -2.431
N  -2.593  4.087  -2.203
C  -3.046  2.905  -2.798
C  -4.246  2.913  -3.510
C  -4.718  1.767  -4.122
C  -3.995  0.578  -4.063
C  -2.821  0.546  -3.343
C  -2.355  1.690  -2.684
C  -1.226  1.524  -1.762
O  -1.066  2.280  -0.736
O  -0.434  0.518  -1.876
C  -1.206  6.047  -2.020
C  -2.350  6.725  -1.304
H  1.084  8.576  -2.313
H  0.154  8.329  -0.836
H  -0.664  8.799  -2.323
H  1.943  6.611  -3.153
H  1.709  4.242  -3.811
H  -0.378  3.039  -3.395
H  -3.333  4.752  -2.060
H  -4.798  3.843  -3.591
H  -5.652  1.805  -4.670
H  -4.352  -0.310  -4.567
H  -2.253  -0.369  -3.249
H  -2.771  6.081  -0.526
H  -3.161  6.996  -1.992
H  -2.028  7.643  -0.819

Computed properties:
DFT total energy (Ha): -6979.44133
Spin multiplicity: 1
Charge: +1
HOMO level (Eh): -0.36266

=====

| no. | molar mass (g/mol) |
| --- | --- |
| 1 | 748.743 |
| 2 | 748.743 |
| 3 | 979.089 |
| 4 | 864.732 |
| 5 | 960.094 |
| 6 | 791.309 |